The following is a DFT calculation (wB97M-V/def2-TZVPD) of AsF6H26O13 as an isolated structure.

## Properties
* maximum force: 0.0485 hartree/bohr
* spin multiplicity: 1
* total charge: -1
* HOMO-LUMO gap: 11.23 eV
* highest occupied orbital energy: -9.177 eV

CARTESIAN COORDINATES (ANGSTROEM)
As  -0.5905  0.4973  -0.3470
F  -2.3305  0.2199  -0.3144
F  1.1874  0.7710  -0.2480
F  -0.8168  1.7007  0.9633
F  -0.5360  -0.8677  0.9385
F  -0.7479  1.8140  -1.5944
F  -0.3879  -0.7114  -1.6926
O  5.0394  1.4882  2.2008
O  3.7239  -3.0605  1.5384
O  3.5399  2.9598  -3.5741
O  -1.9493  -2.4389  6.5822
O  -3.2636  -3.6048  2.9830
O  1.0899  5.9938  -4.8449
O  -1.5692  6.3328  1.5870
O  3.7026  -2.5224  -2.4583
O  -3.6522  3.5173  -4.5344
O  -6.3655  2.1594  -0.5194
O  -1.1253  -4.8554  -3.6677
O  1.5284  -0.4500  5.2258
O  1.3087  -5.5610  -0.5993
H  1.6764  5.2648  -4.6429
H  4.4060  -3.6976  1.7508
H  -1.2553  -3.9868  -3.2869
H  -1.4228  5.4085  1.7883
H  -5.6165  1.6915  -0.1502
H  4.3071  2.4573  -3.2999
H  2.1349  -1.1425  5.4883
H  2.9713  -3.5922  1.2791
H  0.6532  -5.4799  -1.2921
H  4.4616  0.8755  1.7459
H  4.4493  2.1446  2.5712
H  3.9060  -2.3660  -1.5361
H  -3.1557  3.2890  -3.7485
H  1.3734  -0.6072  4.2944
H  -4.1287  -3.2370  2.8023
H  -6.4724  2.9248  0.0453
H  0.5214  6.0640  -4.0781
H  -1.0779  6.8054  2.2589
H  -2.6732  -3.1270  2.4005
H  -2.1265  -2.6776  5.6723
H  1.3631  -6.5014  -0.4293
H  -4.2113  2.7571  -4.6944
H  2.7462  -2.5206  -2.4967
H  -1.4838  -1.6045  6.5251
H  -1.9946  -5.2557  -3.6545
H  2.8631  2.7313  -2.9371

---

The following is a DFT calculation (wB97M-V/def2-TZVPD) of C39H59ClHfN6O2Si as an isolated structure.

## Properties
* maximum force: 0.0327 hartree/bohr
* spin multiplicity: 1
* total charge: +2
* HOMO-LUMO gap: 7.36 eV
* highest occupied orbital energy: -12.809 eV

CARTESIAN COORDINATES (ANGSTROEM)
Hf  1.1362  0.9235  1.5006
Cl  -5.4372  -4.1835  -2.5190
Si  1.1140  -0.7666  4.3195
O  -0.0011  2.4094  1.2587
O  -0.7926  -0.3171  -4.4700
N  3.7029  1.4183  1.3871
N  0.9880  0.5796  -0.8913
N  3.4584  0.0564  0.9533
N  1.6147  0.3787  -3.0390
N  -0.0954  -0.9332  1.6877
N  0.5528  1.2210  -2.9121
C  1.5700  0.9174  3.6564
C  1.4626  3.9334  -0.0316
C  4.9041  -2.3621  3.6553
C  -1.3331  -0.7443  7.6462
C  -4.9120  -0.3782  -3.6081
C  -1.4006  -0.7957  0.9330
C  -3.5148  -2.3153  -2.2177
C  -0.5443  -1.3646  8.6090
C  0.4552  -0.9761  6.0267
C  3.3832  -4.2141  3.8891
C  0.2003  1.3466  -1.6478
C  -1.4112  -3.3075  0.6781
C  -0.0465  -2.9163  0.0986
C  -0.0249  1.8859  -4.0941
C  0.7214  -2.0882  1.1216
C  3.8401  -1.4804  3.8375
C  -4.7645  -2.6039  -2.7429
C  -0.3748  -1.1443  3.1659
C  2.5316  -1.9430  4.0270
C  1.2372  -1.5943  7.0092
C  -0.9616  0.9990  -4.9759
C  -3.6507  -0.0606  -3.1041
C  -3.0605  1.3135  -3.3981
C  -2.4095  1.4794  -4.7969
C  -2.2525  -2.0506  1.0159
C  1.2908  4.1345  2.4553
C  -0.6372  4.7460  1.0244
C  -0.5333  2.5455  -6.9796
C  4.6706  -3.7318  3.6676
C  0.5293  3.7958  1.1767
C  -2.9746  -1.0473  -2.3907
C  -0.4908  1.0970  -6.4716
C  -0.8354  -0.5504  6.3653
C  0.7410  -1.7859  8.2926
C  -5.4738  -1.6385  -3.4333
C  0.9449  0.5650  -6.6106
C  2.3294  -3.3275  4.0759
C  1.8377  0.0059  -1.8109
C  -1.4030  0.2541  -7.3791
H  -1.5245  -0.7794  -7.0314
H  -2.7111  -2.1361  2.0001
H  0.5539  -3.7979  -0.1323
H  -1.9863  -0.8339  -1.9954
H  -1.5491  2.9507  -6.9886
H  -3.0578  0.9676  -5.5094
H  -2.4197  2.5389  -5.0680
H  2.5689  1.2240  3.9942
H  -2.3943  0.6942  -7.4991
H  -0.2758  5.7709  0.9333
H  -1.2948  4.6831  1.8942
H  -1.2213  4.5007  0.1326
H  1.0037  -2.7249  1.9474
H  5.9157  -1.9862  3.5373
H  1.3336  -3.7242  4.2780
H  -0.6123  1.9584  -1.2848
H  1.3575  -2.2643  9.0454
H  1.2038  0.5006  -7.6711
H  1.5326  5.1984  2.4582
H  0.8696  1.6276  4.1239
H  0.8225  2.2207  -4.6769
H  -1.1648  -0.4381  3.4461
H  -0.9349  -1.5211  9.6089
H  -1.3209  -0.9268  -4.9995
H  -1.2496  -3.9079  1.5775
H  4.4014  1.8640  0.8061
H  1.0536  -0.4273  -6.1720
H  0.9063  3.9510  -0.9706
H  2.5989  -0.7212  -1.5649
H  3.8277  -0.0531  0.0207
H  3.2053  -5.2832  3.9310
H  0.1029  3.2241  -6.3996
H  -2.3338  -0.4096  7.8961
H  0.6804  3.9248  3.3343
H  -3.0717  -1.9246  0.3076
H  2.2027  3.1328  -0.0908
H  1.6478  -1.7115  0.6854
H  -0.1734  -2.3675  -0.8430
H  5.4954  -4.4240  3.5346
H  2.2431  -1.9341  6.7710
H  -1.9338  0.0631  1.3399
H  4.0883  1.3887  2.3203
H  -1.4659  -0.0504  5.6314
H  -2.3662  1.6152  -2.6034
H  -5.4750  0.3773  -4.1512
H  -2.9646  -3.0943  -1.6976
H  -0.1662  2.5733  -8.0097
H  -0.7875  -2.1440  3.3332
H  -0.5560  2.7604  -3.7243
H  -0.9563  0.1935  -8.3741
H  2.2301  3.5837  2.5360
H  -6.4562  -1.8679  -3.8297
H  -1.9468  -3.9462  -0.0232
H  3.9531  -0.6043  1.5429
H  2.0161  4.8695  0.0468
H  4.0451  -0.4085  3.8904
H  -1.1705  -0.5793  -0.1019
H  1.6862  1.2219  -6.1404
H  -3.8852  2.0282  -3.3618

---

Question: Look up the spin multiplicity of the second one.
Answer: 1

---

Question: Which value of maximum force does entry 2 give?
Answer: 0.0327 hartree/bohr